No. 1
C33H46CoNP3 as an isolated structure in a non-equilibrium geometry. Source: OMol25; level of theory: ωB97M-V/def2-TZVPD.

Values from the calculation:
HOMO level (spin up / spin down)	-0.1148 / -0.1703	hartree
frontier orbital gap (spin up / spin down)	3.156 / 4.673	eV
⟨S²⟩	3.784
calculated total energy	-101942.3777	eV
multiplicity	4
energy above the lowest of the compared OMol25 structures with the same formula, charge and spin	65.6	kcal per mole

Each line ends with the Mulliken charge.
Element x y z (Å)
P: 0.41 -2.21 -1.59  1.192
P: -0.27 2.15 -0.95  0.778
C: 1.24 0.22 -2.71  -0.930
C: 1.07 1.57 -2.19  -0.153
H: 0.80 0.05 -3.71  -0.470
H: 2.28 -0.13 -2.71  0.544
H: 2.02 2.00 -1.81  0.402
H: 0.71 2.27 -2.97  0.164
C: -1.81 2.84 -1.55  -1.733
H: -2.02 3.70 -0.90  0.764
H: -2.62 2.12 -1.50  0.307
H: -1.81 3.24 -2.55  0.363
C: 0.76 3.56 -0.51  -1.546
H: 0.63 4.38 -1.22  0.469
H: 1.81 3.24 -0.55  0.379
H: 0.59 3.90 0.51  0.498
C: -0.56 -3.66 -2.29  -1.416
H: -0.85 -4.36 -1.48  0.447
H: -0.03 -4.22 -3.08  0.305
H: -1.47 -3.22 -2.72  0.214
C: 2.05 -2.81 -2.05  -1.504
H: 2.80 -2.03 -2.03  0.348
H: 2.02 -3.27 -3.05  0.413
H: 2.29 -3.57 -1.31  0.477
Co: -0.59 -0.65 -3.19  -0.203
C: 0.41 1.41 -5.18  -0.504
C: -0.90 1.55 -4.82  0.462
C: -2.03 0.97 -5.63  -0.964
C: -1.71 -0.46 -6.14  -1.150
C: -1.03 -1.25 -5.04  -0.013
C: 0.32 -1.57 -5.06  -0.414
C: 1.34 -0.85 -5.93  -0.623
C: 0.99 0.63 -6.31  -1.228
C: 0.35 -2.31 0.22  -1.079
H: 1.16 2.00 -4.63  0.340
H: -1.14 2.51 -4.33  0.409
H: -2.18 1.64 -6.50  0.380
H: -2.98 0.93 -5.08  0.335
H: -2.66 -0.95 -6.33  0.483
H: -1.24 -0.42 -7.13  0.347
H: -1.71 -1.84 -4.36  0.257
H: 0.72 -2.45 -4.51  0.513
H: 1.53 -1.43 -6.86  0.348
H: 2.31 -0.78 -5.38  0.287
H: 1.96 1.12 -6.47  0.434
H: 0.57 0.73 -7.32  0.322
H: 1.23 -1.90 0.73  0.422
H: 0.14 -3.28 0.60  0.575
H: -0.43 -1.64 0.50  -0.332
N: -0.53 1.10 0.23  0.467
P: -0.46 1.41 1.78  1.613
C: 1.00 2.32 2.29  -0.289
C: 2.28 1.80 2.02  -0.095
C: 3.42 2.54 2.36  -0.660
C: 3.27 3.79 2.99  -0.635
C: 2.00 4.23 3.39  -0.689
C: 0.86 3.52 3.01  -0.172
C: -1.90 2.23 2.44  0.161
C: -2.00 2.22 3.83  -0.763
C: -3.02 2.88 4.49  -0.847
C: -3.96 3.59 3.73  -0.471
C: -3.89 3.64 2.33  -0.770
C: -2.87 2.92 1.69  -0.358
C: -0.26 -0.01 2.85  0.920
C: -1.18 -1.05 2.68  -0.643
C: -1.31 -2.04 3.66  -0.782
C: -0.53 -1.97 4.82  -0.564
C: 0.41 -0.96 4.97  -0.571
C: 0.58 -0.02 3.97  -0.475
H: 2.40 0.80 1.60  0.419
H: 4.43 2.12 2.16  0.400
H: 4.15 4.38 3.25  0.373
H: 1.88 5.12 4.03  0.396
H: -0.12 3.88 3.28  0.457
H: -1.22 1.74 4.39  0.480
H: -3.05 2.87 5.58  0.421
H: -4.73 4.16 4.24  0.377
H: -4.60 4.25 1.74  0.407
H: -2.84 2.98 0.60  0.249
H: -1.80 -1.14 1.77  0.381
H: -2.01 -2.86 3.52  0.411
H: -0.64 -2.70 5.62  0.398
H: 1.05 -0.90 5.85  0.426
H: 1.35 0.74 4.03  0.310

***

No. 2
C33H46OP2ReSi as an isolated structure in a non-equilibrium geometry. Source: OMol25; level of theory: ωB97M-V/def2-TZVPD.

Values from the calculation:
charge	+2
HOMO level (spin up / spin down)	-0.4718 / -0.4718	hartree
frontier orbital gap (spin up / spin down)	4.304 / 4.270	eV
⟨S²⟩	3.768
calculated total energy	-65577.4065	eV
multiplicity	4
energy above the lowest of the compared OMol25 structures with the same formula, charge and spin	89.7	kcal per mole

Each line ends with the Mulliken charge.
Element x y z (Å)
P: -0.19 -1.85 -3.17  0.357
P: 0.68 1.27 -3.89  1.022
C: -0.64 -1.02 -4.80  -0.186
C: 0.51 -0.15 -5.23  -1.069
H: -1.62 -0.50 -4.70  -0.359
H: -0.78 -1.85 -5.50  0.713
H: 1.49 -0.63 -5.18  0.528
H: 0.35 0.23 -6.25  0.608
C: 0.47 2.41 -5.50  -2.234
H: 0.67 3.49 -5.38  0.536
H: -0.49 2.28 -6.03  0.387
H: 1.26 2.03 -6.17  0.681
C: 2.33 2.18 -3.83  -1.044
H: 2.62 2.64 -4.79  0.411
H: 3.12 1.49 -3.50  0.394
H: 2.20 3.00 -3.10  0.323
C: -1.16 -3.32 -2.90  -1.141
H: -0.93 -3.74 -1.92  0.389
H: -0.86 -4.04 -3.67  0.433
H: -2.23 -3.15 -2.92  0.391
C: 2.76 -1.68 -2.82  -1.362
H: 2.93 -1.09 -3.73  0.355
H: 2.56 -2.76 -3.00  0.508
H: 3.71 -1.64 -2.23  0.435
Re: 1.14 -0.78 -1.88  1.986
C: -1.02 3.55 -3.33  -0.720
C: -2.45 3.24 -3.66  0.336
C: -2.93 2.54 -4.95  -0.384
C: -3.78 1.28 -4.47  -1.056
C: -3.36 1.14 -3.03  -0.464
C: -2.80 2.27 -2.54  -0.281
C: -1.91 2.43 -1.31  0.643
C: -0.69 3.33 -1.87  0.112
C: 1.20 -2.65 -0.90  -1.750
H: -0.36 4.21 -3.89  0.652
H: -3.04 4.16 -3.53  0.604
H: -2.14 2.08 -5.58  -0.433
H: -3.60 3.22 -5.52  0.525
H: -4.87 1.53 -4.53  0.391
H: -3.66 0.32 -5.03  0.449
H: -3.66 0.25 -2.44  0.563
H: -0.57 -0.46 -1.72  -0.283
H: -1.52 1.48 -0.79  -0.718
H: -2.44 3.07 -0.52  0.366
H: -0.58 4.26 -1.25  0.577
H: 0.27 2.82 -1.67  -0.331
H: 2.07 -2.39 -0.29  0.489
H: 1.45 -3.52 -1.52  0.621
H: 0.34 -2.86 -0.25  0.384
O: 1.29 0.17 -0.08  -1.267
Si: 0.74 0.27 1.46  0.066
C: 0.35 2.09 1.72  0.924
C: -0.79 2.56 2.40  -0.142
C: -0.99 3.94 2.59  -0.754
C: -0.11 4.87 2.05  -0.594
C: 1.02 4.40 1.36  -1.051
C: 1.25 3.03 1.20  -0.582
C: -0.83 -0.50 2.24  0.715
C: -1.83 -1.10 1.46  -0.243
C: -3.08 -1.41 2.03  -0.502
C: -3.35 -1.17 3.38  -0.749
C: -2.34 -0.63 4.18  -0.612
C: -1.09 -0.33 3.62  -0.309
C: 2.01 -0.22 2.75  0.812
C: 1.83 -1.28 3.66  -0.314
C: 2.75 -1.49 4.71  -0.707
C: 3.87 -0.65 4.86  -0.571
C: 4.04 0.40 3.95  -0.787
C: 3.13 0.61 2.90  -0.317
H: -1.55 1.87 2.75  0.265
H: -1.88 4.27 3.12  0.420
H: -0.30 5.95 2.14  0.409
H: 1.71 5.11 0.92  0.457
H: 2.13 2.71 0.63  0.335
H: -1.63 -1.32 0.40  0.158
H: -3.88 -1.83 1.41  0.407
H: -4.34 -1.39 3.81  0.386
H: -2.52 -0.45 5.23  0.434
H: -0.33 0.09 4.28  0.529
H: 0.97 -1.96 3.57  0.405
H: 2.61 -2.32 5.40  0.399
H: 4.60 -0.83 5.65  0.394
H: 4.92 1.03 4.03  0.401
H: 3.30 1.42 2.19  0.230

***

No. 3
C33H47BN10O4RuSSe2 as an isolated structure in a non-equilibrium geometry. Source: OMol25; level of theory: ωB97M-V/def2-TZVPD.

Values from the calculation:
charge	-1
HOMO level (spin up / spin down)	-0.1395 / -0.1354	hartree
frontier orbital gap (spin up / spin down)	5.350 / 5.283	eV
⟨S²⟩	0.777
calculated total energy	-202863.4792	eV
multiplicity	2
energy above the lowest of the compared OMol25 structures with the same formula, charge and spin	77.5	kcal per mole

Each line ends with the Mulliken charge.
Element x y z (Å)
Ru: -0.16 0.40 -0.24  0.888
C: -3.72 4.15 0.30  -1.855
C: -2.26 3.81 0.01  3.304
C: -1.37 5.05 0.13  -1.731
C: -2.10 3.21 -1.35  -0.889
C: -2.50 3.74 -2.58  -1.391
C: -2.09 2.80 -3.50  -0.601
N: -1.51 1.79 -2.85  -0.682
N: -1.51 2.04 -1.54  1.528
B: -0.89 0.52 -3.49  0.620
N: -1.55 -0.68 -2.81  0.293
C: -2.13 -1.72 -3.42  -0.273
C: -2.78 -2.48 -2.46  -1.733
C: -2.53 -1.81 -1.26  0.339
N: -1.78 -0.74 -1.50  0.484
C: -2.98 -2.13 0.14  0.140
C: -1.84 -2.83 0.87  -0.867
C: -3.38 -0.84 0.84  -0.692
N: 0.62 0.59 -3.25  0.401
C: 1.60 0.33 -4.12  -0.719
C: 2.80 0.62 -3.51  -0.773
C: 2.46 1.04 -2.22  -0.208
N: 1.14 1.03 -2.10  -0.131
C: 3.36 1.53 -1.14  2.084
C: 3.85 2.95 -1.45  -1.838
C: 4.53 0.57 -0.96  -1.485
H: -3.83 4.57 1.30  0.462
H: -4.08 4.89 -0.42  0.412
H: -4.34 3.27 0.22  0.334
H: -1.92 3.04 0.71  -1.363
H: -1.59 5.75 -0.67  0.441
H: -1.53 5.56 1.08  0.443
H: -0.33 4.76 0.07  0.255
H: -2.99 4.67 -2.76  0.535
H: -2.20 2.79 -4.57  0.489
H: -1.13 0.50 -4.65  -0.194
H: -2.04 -1.86 -4.47  0.458
H: -3.35 -3.38 -2.61  0.462
H: -3.85 -2.80 0.09  0.483
H: -0.93 -2.23 0.77  -0.105
H: -2.06 -2.96 1.93  0.526
H: -1.65 -3.81 0.43  0.078
H: -2.54 -0.12 0.77  -0.417
H: -4.25 -0.39 0.36  0.430
H: -3.60 -1.02 1.89  0.425
H: 1.40 -0.05 -5.10  0.466
H: 3.79 0.51 -3.91  0.508
H: 2.77 1.56 -0.21  -0.702
H: 4.42 2.96 -2.38  0.349
H: 2.99 3.62 -1.55  0.363
H: 4.48 3.32 -0.65  0.468
H: 5.23 0.67 -1.79  0.426
H: 5.06 0.77 -0.03  0.390
H: 4.18 -0.46 -0.95  0.190
N: 1.03 -8.13 -0.11  -0.602
C: 1.16 -6.84 -0.60  1.051
C: 2.43 -6.28 -0.79  -0.878
C: 2.55 -5.01 -1.32  -0.272
C: 1.42 -4.30 -1.67  -0.845
C: 0.17 -4.85 -1.52  -0.447
C: 0.03 -6.11 -0.97  -0.643
S: 1.54 -2.61 -2.27  1.719
O: 2.92 -2.34 -2.62  -0.764
O: 0.59 -2.50 -3.35  -0.823
N: 1.05 -1.66 -1.04  -0.002
C: 1.89 -1.64 -0.02  -0.699
N: 2.80 -2.62 0.15  -0.293
C: 3.63 -2.52 1.17  -0.384
C: 3.60 -1.47 2.07  -1.381
C: 2.61 -0.52 1.85  -0.368
N: 1.77 -0.60 0.84  1.395
H: 1.80 -8.46 0.44  0.215
H: 0.12 -8.34 0.28  0.216
H: 3.31 -6.85 -0.52  0.301
H: 3.51 -4.55 -1.47  0.487
H: -0.69 -4.27 -1.83  0.487
H: -0.95 -6.54 -0.82  0.286
H: 4.35 -3.32 1.26  0.420
H: 4.28 -1.38 2.90  0.477
H: 2.52 0.36 2.49  0.337
O: 1.26 1.81 4.87  -0.550
C: -0.03 2.09 5.30  -1.389
C: -1.03 2.48 4.18  1.836
C: -2.10 3.35 4.86  -1.142
O: -3.27 3.54 4.11  -0.561
C: -1.73 1.27 3.58  -1.176
Se: -0.53 -0.18 2.96  -0.307
C: -0.35 3.30 3.09  -0.629
Se: 0.70 2.28 1.71  -0.422
H: 1.20 1.04 4.29  0.296
H: 0.07 2.92 6.00  0.510
H: -0.46 1.24 5.85  0.252
H: -1.65 4.33 5.11  0.333
H: -2.43 2.87 5.79  0.488
H: -3.02 3.74 3.20  0.282
H: -2.32 1.57 2.71  0.130
H: -2.41 0.82 4.32  0.663
H: 0.37 3.99 3.54  0.517
H: -1.10 3.87 2.55  0.057

***

No. 4
C33H47ClIrN6O7P2 as an isolated structure in a non-equilibrium geometry. Source: OMol25; level of theory: ωB97M-V/def2-TZVPD.

Values from the calculation:
charge	+1
HOMO level	-0.3829	hartree
frontier orbital gap	5.774	eV
calculated total energy	-92195.1766	eV
energy above the lowest of the compared OMol25 structures with the same formula, charge and spin	44.6	kcal per mole

Each line ends with the Mulliken charge.
Element x y z (Å)
Ir: -2.12 -1.46 0.48  3.517
N: -5.48 -2.13 3.98  -0.029
C: -4.22 -1.72 3.33  0.518
C: -3.09 -1.69 4.33  -1.738
P: -4.41 -0.05 2.55  0.484
O: -5.85 -0.41 1.81  -0.649
O: -4.63 1.01 3.55  -0.780
O: -3.32 0.16 1.53  -0.472
P: -3.94 -3.04 2.04  0.636
O: -4.41 -2.45 0.60  -0.531
O: -4.88 -4.11 2.50  -0.899
O: -2.47 -3.28 1.83  -0.476
H: -5.45 -2.10 5.00  0.366
H: -5.58 -3.14 3.59  0.419
H: -6.25 -1.53 3.63  0.360
H: -3.25 -0.89 5.06  0.521
H: -2.16 -1.48 3.80  0.076
H: -2.98 -2.65 4.83  0.498
H: -6.30 0.41 1.62  0.364
H: -5.36 -2.37 0.46  0.337
C: 2.02 -2.90 0.65  -1.347
C: 0.63 -3.49 0.88  0.282
C: 0.17 -4.27 -0.32  0.609
C: 0.50 -5.61 -0.41  -0.776
C: 0.16 -6.36 -1.52  -1.121
C: -0.53 -5.77 -2.56  -0.568
C: -0.87 -4.42 -2.53  1.021
C: -1.66 -3.88 -3.69  -0.851
C: -0.78 -3.75 -4.94  -1.209
C: -0.51 -3.65 -1.40  -0.414
N: -0.86 -2.33 -1.31  -0.247
C: -0.70 -1.48 -2.29  -0.647
C: -1.33 -0.23 -2.26  0.404
C: -1.27 0.90 -3.10  -0.845
C: -2.11 1.84 -2.55  -0.964
C: -2.66 1.26 -1.38  -0.521
N: -2.20 0.03 -1.22  -0.351
H: 2.33 -2.31 1.51  0.409
H: 2.02 -2.26 -0.23  0.172
H: 2.74 -3.70 0.50  0.506
H: -0.10 -2.70 1.10  -0.866
H: 0.66 -4.16 1.74  0.810
H: 1.03 -6.08 0.41  0.504
H: 0.42 -7.40 -1.57  0.412
H: -0.81 -6.36 -3.42  0.511
H: -2.11 -2.92 -3.45  0.393
H: -2.47 -4.58 -3.91  0.519
H: 0.01 -3.02 -4.80  0.301
H: -1.38 -3.44 -5.79  0.389
H: -0.31 -4.70 -5.19  0.391
H: -0.04 -1.72 -3.13  0.572
H: -0.68 1.00 -3.99  0.592
H: -2.33 2.83 -2.93  0.499
H: -3.34 1.71 -0.68  0.583
C: 2.39 2.49 -2.08  -1.369
C: 3.37 1.74 -1.18  2.121
C: 4.78 1.89 -1.77  -2.131
C: 3.02 0.24 -1.25  -1.190
C: 3.35 2.22 0.33  1.942
O: 3.81 1.17 1.16  -0.655
C: 4.25 3.46 0.63  -1.875
C: 3.90 4.84 0.06  -1.208
C: 2.59 5.40 0.55  0.170
C: 1.56 5.71 -0.33  -0.188
C: 0.32 6.13 0.14  -0.882
C: 0.11 6.24 1.50  0.364
Cl: -1.45 6.68 2.09  -0.213
C: 1.15 6.01 2.39  -0.756
C: 2.38 5.60 1.91  -0.134
C: 1.95 2.55 0.89  -2.578
N: 1.14 1.42 1.22  1.515
C: 0.23 0.80 0.47  -0.481
N: -0.32 -0.18 1.17  -0.683
C: 0.30 -0.11 2.37  -0.697
N: 1.18 0.85 2.42  -1.131
H: 2.54 2.18 -3.11  0.587
H: 2.55 3.56 -2.03  0.136
H: 1.35 2.29 -1.82  -0.021
H: 4.81 1.39 -2.74  0.543
H: 5.53 1.41 -1.15  0.385
H: 5.04 2.93 -1.93  0.361
H: 3.00 -0.07 -2.30  0.562
H: 2.05 0.02 -0.82  -0.348
H: 3.76 -0.36 -0.74  0.500
H: 4.77 1.07 1.06  0.611
H: 5.26 3.22 0.30  0.482
H: 4.28 3.53 1.72  0.711
H: 3.90 4.82 -1.03  0.422
H: 4.70 5.52 0.37  0.515
H: 1.71 5.63 -1.40  0.435
H: -0.47 6.35 -0.56  0.458
H: 0.99 6.14 3.45  0.449
H: 3.18 5.43 2.61  0.462
H: 1.39 3.20 0.21  0.732
H: 2.10 3.07 1.84  0.414
H: -0.03 1.10 -0.52  0.457
H: 0.11 -0.77 3.19  0.538

***

No. 5
A 4-piece molecular cluster, C33H47N3O10 overall in a non-equilibrium geometry. Source: OMol25; level of theory: ωB97M-V/def2-TZVPD.

Values from the calculation:
SMILES	CCC(=O)OCCc1c(C)c2c(c(CNC)c1-c1ccncc1)C(=O)NC2=O.CCOC(C)=O.CCOC(C)=O.CCOC(C)=O
HOMO level	-0.3115	hartree
frontier orbital gap	8.587	eV
calculated total energy	-59929.6005	eV

Each line ends with the Mulliken charge.
Element x y z (Å)
C: -4.42 -4.08 -0.28  -1.248
C: -2.98 -4.17 -0.78  0.065
C: -2.03 -4.31 0.36  0.556
O: -2.34 -4.13 1.50  -0.617
O: -0.78 -4.62 0.00  -0.427
C: 0.24 -4.23 0.93  -0.415
C: 0.32 -2.72 1.00  -1.369
C: 1.44 -2.16 1.84  0.914
C: 1.10 -1.48 3.04  1.202
C: -0.33 -1.34 3.50  -2.226
C: 2.13 -0.95 3.79  0.219
C: 3.47 -1.03 3.42  0.123
C: 3.82 -1.65 2.22  0.652
C: 5.26 -1.69 1.77  -1.707
N: 5.50 -0.73 0.68  -0.277
C: 4.81 0.55 0.79  -0.692
C: 2.79 -2.24 1.45  0.545
C: 3.19 -2.93 0.19  -0.395
C: 3.59 -4.26 0.17  -0.372
C: 3.98 -4.82 -1.03  -0.413
N: 4.02 -4.18 -2.20  -0.647
C: 3.63 -2.91 -2.18  -0.583
C: 3.22 -2.26 -1.02  -0.076
C: 4.31 -0.37 4.45  -0.058
O: 5.45 -0.05 4.40  -0.524
N: 3.45 -0.10 5.57  -0.307
C: 2.11 -0.17 5.07  -0.048
O: 1.20 0.41 5.58  -0.536
H: -4.60 -4.80 0.52  0.429
H: -4.62 -3.09 0.10  0.248
H: -5.12 -4.28 -1.08  0.329
H: -2.93 -5.01 -1.47  0.280
H: -2.78 -3.26 -1.33  0.142
H: 1.15 -4.63 0.52  0.221
H: 0.09 -4.70 1.90  0.333
H: -0.61 -2.32 1.36  0.962
H: 0.44 -2.34 -0.02  0.417
H: -0.95 -0.95 2.71  0.309
H: -0.71 -2.31 3.80  0.370
H: -0.37 -0.70 4.37  0.499
H: 5.90 -1.45 2.61  0.560
H: 5.46 -2.69 1.39  0.497
H: 6.49 -0.57 0.56  0.317
H: 3.80 0.50 0.41  0.083
H: 4.80 0.97 1.80  0.187
H: 5.34 1.27 0.17  0.426
H: 3.60 -4.85 1.08  0.505
H: 4.27 -5.86 -1.04  0.431
H: 3.66 -2.36 -3.11  0.430
H: 2.92 -1.23 -1.07  0.363
H: 3.55 -0.78 6.31  0.319
C: -5.98 -0.27 -2.92  -1.030
C: -4.62 -0.77 -3.36  -0.258
O: -4.48 -2.18 -3.17  -0.289
C: -4.90 -3.10 -4.07  0.815
C: -5.79 -2.67 -5.21  -1.177
O: -4.60 -4.25 -3.90  -0.535
H: -6.78 -0.70 -3.52  0.295
H: -6.03 0.82 -3.02  0.382
H: -6.16 -0.54 -1.88  0.295
H: -4.38 -0.50 -4.39  0.375
H: -3.84 -0.33 -2.73  0.181
H: -6.82 -2.82 -4.92  0.271
H: -5.57 -3.30 -6.07  0.335
H: -5.65 -1.63 -5.52  0.354
C: -0.83 3.72 2.11  -1.014
C: 0.39 3.33 1.30  -0.529
O: 0.50 1.91 1.14  -0.279
C: -0.14 1.24 0.16  0.708
C: -1.21 1.94 -0.65  -1.076
O: 0.11 0.08 0.00  -0.421
H: -1.75 3.43 1.60  0.256
H: -0.86 4.79 2.25  0.364
H: -0.82 3.22 3.08  0.351
H: 0.42 3.83 0.34  0.377
H: 1.30 3.62 1.84  0.380
H: -2.18 1.74 -0.19  0.252
H: -1.20 1.52 -1.65  0.340
H: -1.08 3.02 -0.73  0.266
C: 0.99 7.27 -2.80  -0.986
C: -0.51 7.47 -2.67  -0.421
O: -1.10 6.50 -1.79  -0.349
C: -1.15 6.65 -0.46  0.798
C: -0.35 7.74 0.20  -1.108
O: -1.79 5.86 0.19  -0.532
H: 1.50 7.40 -1.85  0.271
H: 1.40 7.97 -3.52  0.375
H: 1.20 6.25 -3.15  0.291
H: -0.76 8.48 -2.35  0.378
H: -0.99 7.31 -3.63  0.322
H: 0.61 7.33 0.51  0.258
H: -0.89 8.08 1.09  0.338
H: -0.17 8.61 -0.42  0.382